1.
8
Properties=species:S:1:pos:R:3:forces:R:3:mulliken_charge:R:1 method="wB97M-V/def2-TZVPD" gap_ev=10.942 e_homo_ha=-0.3939 lumo_energy_ev=0.2233 spin_multiplicity=1 e_above_lowest_kj_mol=393.16 smiles="[O-][N+]1=NO1.[O-][N+]1=NO1"
O -1.8379 0.1571 -1.1498 -0.2 -1.0 -2.1 -0.26
O -2.6365 -0.9222 0.8197 -0.8 -1.3 1.2 -0.56
O 2.4198 0.9252 0.5385 2.0 1.1 0.9 -0.31
O 2.5835 -1.2247 -0.4583 0.7 -1.6 -0.6 -0.51
N -2.1170 -0.0745 0.2292 0.4 0.8 -0.8 1.06
N 1.0856 0.4491 0.0591 -2.1 -0.5 -0.7 0.00
N -1.5312 0.9591 0.0736 0.2 1.7 1.8 -0.24
N 2.0337 -0.2691 -0.1120 -0.3 0.9 0.4 0.83

2.
6
Properties=species:S:1:pos:R:3:forces:R:3:mulliken_charge:R:1 method="wB97M-V/def2-TZVPD" gap_ev=8.345 e_homo_ha=-0.1550 lumo_energy_ev=4.1269 spin_multiplicity=1 e_above_lowest_kj_mol=143.27 total_charge=-1
S 0.1313 1.0525 -0.4545 -0.5 0.3 -1.4 0.52
O -1.2880 -1.4708 0.9257 1.8 0.9 -0.2 -0.37
O 1.4699 1.5159 -0.8113 0.1 -0.2 0.4 -0.54
O 0.2141 0.0999 1.1033 -0.4 -0.3 -0.2 -0.31
O -0.3227 -0.0962 -1.2944 0.3 1.8 -0.8 -0.55
N -0.2045 -1.1013 0.5311 -1.3 -2.5 2.3 0.26

3.
6
Properties=species:S:1:pos:R:3:forces:R:3:mulliken_charge:R:1 method="wB97M-V/def2-TZVPD" gap_ev=7.954 e_homo_ha=-0.1427 lumo_energy_ev=4.0710 spin_multiplicity=1 e_above_lowest_kj_mol=27.01 total_charge=-1 smiles="O=NS(=O)(=O)[O-]"
S 0.6789 -0.3238 0.0485 -1.5 -0.1 -0.4 1.04
O 0.7369 -1.4434 0.9785 0.0 0.3 0.0 -0.61
O -1.5998 1.2364 0.6528 0.2 -2.5 -1.2 -0.30
O 1.4270 0.8676 0.4196 -0.5 -0.2 0.1 -0.58
O 0.7632 -0.6931 -1.3588 0.0 0.1 0.2 -0.62
N -1.4373 0.1426 0.1584 1.9 2.4 1.2 0.06

4.
7
Properties=species:S:1:pos:R:3:forces:R:3:mulliken_charge:R:1 method="wB97M-V/def2-TZVPD" gap_ev=7.296 e_homo_ha=0.0048 lumo_energy_ev=7.4266 spin_multiplicity=1 e_above_lowest_kj_mol=69.69 total_charge=-2 smiles="O=[N+]([O-])P(=O)([O-])[O-]"
P 0.6970 0.1493 0.6401 0.6 0.8 -0.5 0.90
O -1.5925 0.7488 -1.2278 1.9 -1.3 1.0 -0.62
O -0.1861 -0.2934 1.7230 -1.3 -0.5 1.9 -0.73
O 1.0495 1.5883 0.5404 0.0 1.2 -0.1 -0.77
O -0.9229 -1.3084 -1.0364 0.2 2.1 0.2 -0.52
O 1.7013 -0.7945 0.1183 1.1 -1.1 -0.6 -0.75
N -0.7463 -0.0901 -0.7577 -2.5 -1.1 -1.8 0.48

5.
2
Properties=species:S:1:pos:R:3:forces:R:3:mulliken_charge:R:1 method="wB97M-V/def2-TZVPD" gap_ev="8.740 / 8.538" e_homo_ha="-0.9192 / -0.8911" lumo_energy_ev="-16.2716 / -15.7085" spin_multiplicity=2 e_above_lowest_kj_mol=584.72 total_charge=+1
O 0.0000 0.0000 -0.8146 0.0 0.0 13.2 0.50
O 0.0000 0.0000 0.8146 0.0 0.0 -13.2 0.50

6.
5
Properties=species:S:1:pos:R:3:forces:R:3:mulliken_charge:R:1 method="wB97M-V/def2-TZVPD" gap_ev="8.577 / 7.115" e_homo_ha="-0.3478 / -0.3192" lumo_energy_ev="-0.8855 / -1.5709" spin_multiplicity=1 e_above_lowest_kj_mol=105.51
S -1.7986 -0.4361 -0.1117 3.6 -2.9 -0.5 0.57
S 1.4958 0.3940 -0.0929 -0.6 1.1 -0.1 0.49
O -2.4650 0.7737 0.1363 -1.2 2.9 0.5 -0.31
O 2.7525 -0.3298 0.1106 -1.2 -0.6 0.0 -0.36
O 0.0153 -0.4017 -0.0423 -0.6 -0.4 0.0 -0.39

7.
6
Properties=species:S:1:pos:R:3:forces:R:3:mulliken_charge:R:1 method="wB97M-V/def2-TZVPD" gap_ev=10.789 e_homo_ha=-0.4400 lumo_energy_ev=-1.1831 spin_multiplicity=1 e_above_lowest_kj_mol=9.33
S 2.5474 -1.6394 0.1851 2.3 0.5 -1.6 0.67
S -2.0306 1.4355 0.0222 -0.5 0.3 -0.1 0.73
O 1.3840 -1.0296 0.6694 -2.1 0.5 1.1 -0.30
O -3.3196 2.0035 -0.2172 0.0 0.5 0.0 -0.38
O -1.9593 0.0195 -0.0190 0.4 -0.8 0.1 -0.35
O 3.3781 -0.7895 -0.6405 -0.2 -1.0 0.5 -0.38

8.
7
Properties=species:S:1:pos:R:3:forces:R:3:mulliken_charge:R:1 method="wB97M-V/def2-TZVPD" gap_ev=9.856 e_homo_ha=-0.2249 lumo_energy_ev=3.7359 spin_multiplicity=1 e_above_lowest_kj_mol=27.92 total_charge=-1
S -1.5684 -0.2232 -0.2289 -0.9 -0.3 -0.2 0.77
P 1.4766 0.0750 -0.0301 -0.1 -0.1 -1.1 0.98
O 0.3204 1.0251 0.0930 0.4 0.7 0.5 -0.58
O 2.8683 0.4343 0.2908 -0.3 0.2 0.4 -0.61
O -1.5151 -0.7666 1.1146 -0.5 0.5 -0.5 -0.45
O 1.1111 -1.1976 -0.6756 0.4 -0.6 0.1 -0.60
O -2.6929 0.6530 -0.5637 0.9 -0.5 0.7 -0.50

9.
7
Properties=species:S:1:pos:R:3:forces:R:3:mulliken_charge:R:1 method="wB97M-V/def2-TZVPD" gap_ev=6.115 e_homo_ha=0.0094 lumo_energy_ev=6.3717 spin_multiplicity=1 e_above_lowest_kj_mol=81.28 total_charge=-2 smiles="O=S(=O)=S(=O)([O-])[O-]"
S 0.8950 0.0633 -0.0482 5.8 -0.9 -2.2 0.84
S -1.3823 0.3700 0.2173 -1.5 -2.5 2.4 0.42
O -2.1345 0.5732 -1.0267 0.2 0.2 -1.0 -0.57
O 1.1863 -0.9692 0.9503 -0.8 -0.7 0.3 -0.62
O 1.5536 1.3190 0.4581 -1.6 0.1 -0.8 -0.68
O 1.6538 -0.3655 -1.4038 -2.9 1.2 2.6 -0.77
O -1.7720 -0.9908 0.8531 0.8 2.6 -1.2 -0.60

10.
7
Properties=species:S:1:pos:R:3:forces:R:3:mulliken_charge:R:1 method="wB97M-V/def2-TZVPD" gap_ev="7.720 / 4.547" e_homo_ha="-0.0411 / 0.0519" lumo_energy_ev="6.6029 / 5.9594" spin_multiplicity=1 e_above_lowest_kj_mol=90.59 total_charge=-2
S -1.0445 0.9309 0.6434 -3.5 1.2 3.0 0.76
S 1.2812 -1.3469 -1.0036 -1.4 -0.4 -0.7 0.18
O -1.8625 -0.0667 1.5045 1.8 0.8 -1.7 -0.61
O 1.4962 -1.9535 -2.3800 0.4 0.2 0.4 -0.61
O -0.3167 1.8759 1.5592 0.4 -0.9 -0.9 -0.60
O -2.0301 1.7350 -0.1746 1.2 -0.9 -0.3 -0.61
O 2.4763 -1.1747 -0.1489 1.2 0.0 0.2 -0.52

11.
7
Properties=species:S:1:pos:R:3:forces:R:3:mulliken_charge:R:1 method="wB97M-V/def2-TZVPD" gap_ev=6.264 e_homo_ha=0.0086 lumo_energy_ev=6.4996 spin_multiplicity=1 e_above_lowest_kj_mol=43.67 total_charge=-2
S 1.5170 0.2999 -0.2139 1.8 0.0 -1.5 0.26
S -1.5519 0.2778 0.1776 0.7 2.6 0.3 0.37
O 2.6756 -0.6207 -0.7237 -2.6 0.7 0.7 -0.64
O -2.3558 -0.7344 0.9055 0.3 -0.5 -1.4 -0.55
O 1.7053 0.5428 1.2183 0.4 0.3 1.3 -0.57
O 0.0747 -0.5118 -0.1992 -0.8 -1.6 -0.6 -0.31
O -2.0649 0.7464 -1.1646 0.2 -1.6 1.2 -0.56

12.
2
Properties=species:S:1:pos:R:3:forces:R:3:mulliken_charge:R:1 method="wB97M-V/def2-TZVPD" gap_ev=5.556 e_homo_ha=-0.3520 lumo_energy_ev=-4.0217 spin_multiplicity=1 e_above_lowest_kj_mol=257.14
S 0.0000 0.0000 1.2357 0.0 0.0 -5.9 0.00
S 0.0000 0.0000 -1.2357 0.0 0.0 5.9 0.00